{
  "formula": "C17H32N2O3",
  "method": "ωB97M-V/def2-TZVPD",
  "e_tot_ev": -27269.9185,
  "smiles": "[H]/N=C/C[C@@H]1O[C@H](CC(=O)N(C)C)C[C@@H]1CCCCCOCC",
  "orbital_gap_ev": 10.20,
  "lumo_ev": 0.79,
  "symbols": ["C", "H", "O", "H", "C", "C", "H", "C", "H", "O", "H", "H", "H", "H", "H", "C", "H", "H", "H", "H", "H", "H", "C", "H", "H", "C", "C", "C", "H", "H", "H", "H", "H", "C", "H", "C", "H", "C", "C", "O", "N", "H", "N", "H", "C", "H", "H", "C", "H", "C", "H", "H", "C", "H"],
  "coordinates": [[-2.939404, -1.907262, 0.714204], [-1.943326, 2.355570, 1.308873], [-0.628719, -2.513424, 1.424524], [1.934756, 1.231986, -3.228136], [0.510785, 3.736371, 1.281421], [0.859748, 2.393747, 0.660133], [1.248934, -3.424261, -3.073406], [-2.602985, 0.617469, 0.211651], [-1.882863, -0.465128, 1.955721], [-0.802249, -0.409558, -3.129641], [-0.469157, -3.464816, 3.248856], [-0.848085, -1.745206, 3.332775], [-2.403268, 0.176571, -0.770108], [-1.516474, 2.357172, -0.393002], [-0.081351, 0.835884, 1.824712], [1.270744, 1.165595, -1.161252], [0.282423, 1.788132, -2.958489], [3.142105, 5.613829, 0.688405], [-2.319165, -3.500113, 2.068992], [-0.319730, -2.644225, -2.754855], [-3.574183, 1.114488, 0.108358], [0.675710, 3.653376, 2.361312], [0.403545, -0.283100, -3.045410], [3.172643, -2.107282, -3.064450], [1.002168, 5.571127, 0.103121], [-1.942369, -2.986900, 1.174499], [1.232240, -2.167709, 2.894613], [2.517256, -1.385568, -2.573325], [-1.856143, -3.745495, 0.389520], [-3.609350, -0.240162, 1.900086], [-0.388380, -0.262658, -0.761540], [1.041671, -0.478908, 0.236353], [1.814674, 2.050451, 1.090333], [1.020881, 1.039677, -2.662374], [-3.932873, -2.272662, 0.994813], [-0.251956, -2.491214, 2.789168], [3.014572, -0.417968, -2.604404], [-2.739213, -0.487596, 1.283218], [-0.149043, 1.248874, 0.812726], [1.011241, 2.508644, -0.753784], [1.249525, -1.338724, -3.300843], [0.269354, -2.838562, -4.421035], [2.648732, 4.837579, 1.123611], [1.408595, -1.094168, 2.999035], [0.564278, -2.635109, -3.391359], [2.377350, -1.690468, -1.528582], [2.322773, 0.948250, -0.927010], [1.428680, 4.819807, 0.774876], [1.737791, -2.518122, 1.991146], [-1.572170, 1.719670, 0.497658], [-0.536307, 3.997181, 1.122345], [1.680767, -2.669963, 3.754442], [0.403688, 0.267614, -0.239266], [-2.938865, -1.862732, -0.379232]],
  "forces_ev_per_a": [[-0.1, 0.0, 0.0], [0.1, -0.1, 0.0], [0.1, 0.1, -0.2], [-0.1, 0.0, 0.0], [0.1, 0.1, 0.1], [0.0, 0.0, 0.1], [0.0, 0.1, 0.0], [-0.1, 0.1, 0.0], [0.1, -0.1, -0.1], [-0.3, 0.1, -0.2], [0.0, 0.0, -0.1], [0.0, -0.1, 0.0], [0.1, 0.0, 0.1], [-0.1, 0.0, 0.1], [-0.1, 0.0, -0.1], [-0.1, -0.1, 0.1], [0.1, 0.0, 0.1], [0.0, 0.0, 0.0], [0.0, 0.1, 0.0], [0.0, 0.0, 0.0], [0.1, -0.1, -0.1], [-0.1, 0.0, -0.1], [0.2, -0.1, -0.2], [0.0, 0.1, 0.1], [0.0, -0.1, 0.0], [-0.1, -0.1, 0.1], [0.0, 0.0, -0.1], [0.2, -0.1, -0.4], [-0.1, 0.0, 0.1], [0.2, 0.0, 0.1], [0.0, 0.0, 0.0], [-0.1, -0.1, 0.0], [0.0, 0.2, -0.1], [-0.1, 0.3, -0.2], [0.0, 0.0, -0.1], [-0.1, 0.0, 0.1], [0.0, -0.1, 0.0], [-0.2, 0.1, 0.1], [0.0, 0.0, 0.0], [0.1, -0.2, 0.1], [-0.2, -0.2, 0.8], [-0.1, 0.0, 0.1], [-0.3, 0.0, 0.0], [0.0, -0.1, -0.1], [0.3, -0.1, -0.2], [0.0, 0.0, -0.1], [0.0, 0.1, -0.1], [0.4, 0.0, 0.1], [0.0, 0.0, 0.1], [-0.2, -0.1, -0.1], [0.1, 0.0, -0.1], [0.0, 0.1, 0.0], [0.1, 0.1, 0.2], [0.1, 0.0, 0.1]]
}



{
  "formula": "C13H50N8O12",
  "method": "ωB97M-V/def2-TZVPD",
  "e_tot_ev": -50778.8871,
  "smiles": "NC(N)=O.NC(N)=O.NC(N)=O.NC(N)=O.CCO.CO.CO.CO.CO.CO.CO.CO",
  "orbital_gap_ev": 8.87,
  "lumo_ev": 0.17,
  "symbols": ["H", "H", "O", "H", "H", "H", "O", "N", "H", "H", "H", "C", "C", "O", "N", "H", "H", "C", "O", "H", "H", "C", "O", "H", "H", "C", "H", "H", "H", "H", "H", "C", "H", "N", "H", "H", "C", "O", "O", "O", "C", "H", "H", "O", "O", "H", "H", "H", "C", "H", "H", "H", "H", "H", "C", "H", "H", "N", "C", "H", "H", "H", "N", "O", "O", "N", "H", "H", "C", "H", "H", "H", "N", "H", "H", "H", "H", "N", "C", "H", "H", "H", "H"],
  "coordinates": [[-12.350000, 11.081000, -18.199000], [-15.252000, 13.847000, -14.124000], [-13.130000, 10.166000, -13.919000], [-10.524000, 9.070000, -11.269000], [-17.072000, 10.911000, -11.985000], [-14.011000, 15.733000, -13.646000], [-10.250000, 13.394000, -14.023000], [-16.840000, 11.524000, -11.183000], [-13.258000, 8.643000, -11.996000], [-10.615000, 11.992000, -13.177000], [-13.923000, 11.797000, -16.206000], [-9.830000, 9.071000, -15.572000], [-16.497000, 12.726000, -11.521000], [-14.617000, 14.133000, -14.812000], [-9.757000, 9.674000, -11.266000], [-11.303000, 14.468000, -10.978000], [-14.012000, 13.746000, -11.032000], [-14.098000, 11.038000, -16.930000], [-13.807000, 10.536000, -9.794000], [-9.680000, 13.655000, -14.789000], [-12.120000, 10.249000, -16.688000], [-12.831000, 10.444000, -17.482000], [-16.497000, 13.337000, -12.813000], [-18.427000, 11.863000, -13.448000], [-13.902000, 12.121000, -7.730000], [-12.771000, 11.095000, -9.086000], [-13.673000, 9.678000, -14.541000], [-13.508000, 15.725000, -15.376000], [-16.028000, 13.019000, -9.597000], [-14.734000, 11.384000, -17.699000], [-18.843000, 10.681000, -14.812000], [-9.676000, 10.787000, -11.988000], [-13.658000, 7.029000, -15.415000], [-10.672000, 11.055000, -12.749000], [-10.354000, 10.497000, -14.266000], [-10.694000, 11.371000, -8.900000], [-11.566000, 13.371000, -14.463000], [-8.613000, 11.645000, -11.852000], [-13.371000, 14.450000, -11.102000], [-9.933000, 8.021000, -14.708000], [-12.469000, 7.943000, -12.261000], [-14.201000, 11.943000, -13.628000], [-15.230000, 8.951000, -14.361000], [-11.784000, 7.637000, -11.081000], [-17.453000, 10.075000, -13.460000], [-11.588000, 13.975000, -15.332000], [-9.945000, 11.140000, -15.890000], [-12.172000, 13.815000, -13.672000], [-12.172000, 13.998000, -10.520000], [-15.897000, 7.633000, -15.265000], [-15.271000, 16.003000, -14.882000], [-15.044000, 7.285000, -13.740000], [-12.079000, 14.097000, -9.488000], [-17.887000, 9.303000, -13.699000], [-15.091000, 7.932000, -14.622000], [-13.703000, 8.711000, -17.401000], [-9.406000, 9.630000, -17.555000], [-9.433000, 8.943000, -16.826000], [-18.109000, 11.131000, -14.190000], [-9.208000, 8.044000, -17.248000], [-11.589000, 10.568000, -12.989000], [-14.755000, 10.298000, -16.407000], [-10.088000, 10.315000, -15.253000], [-13.171000, 9.196000, -18.058000], [-13.902000, 7.920000, -15.409000], [-11.501000, 10.988000, -9.361000], [-8.875000, 9.473000, -10.764000], [-12.073000, 12.992000, -10.816000], [-13.910000, 11.022000, -13.085000], [-16.039000, 14.409000, -10.523000], [-17.326000, 11.637000, -14.869000], [-11.243000, 10.418000, -10.170000], [-16.077000, 13.428000, -10.507000], [-12.343000, 7.469000, -10.365000], [-13.425000, 11.409000, -12.156000], [-16.807000, 11.036000, -10.265000], [-11.850000, 12.355000, -14.709000], [-12.967000, 11.835000, -7.984000], [-14.353000, 15.513000, -14.725000], [-11.812000, 8.347000, -13.038000], [-12.235000, 12.322000, -7.389000], [-12.979000, 7.134000, -12.695000], [-14.737000, 10.438000, -12.693000]],
  "forces_ev_per_a": [[0.1, 0.2, -0.7], [0.2, 0.4, -0.1], [0.9, 1.0, 0.7], [-1.0, -1.6, -0.2], [0.2, 0.1, 0.7], [-0.4, 0.1, -1.4], [2.6, 0.7, -0.7], [-1.4, -3.8, -1.4], [0.0, 0.5, -0.3], [0.5, -0.6, 0.6], [0.1, 1.0, 0.5], [-0.2, -4.7, 3.5], [0.4, 3.6, -5.9], [0.1, -1.1, -0.3], [3.3, 0.4, 1.3], [-0.2, 0.5, -0.1], [-0.3, -0.2, 0.0], [-0.5, -0.7, 0.9], [4.8, 2.7, 3.2], [-0.5, -0.5, 1.4], [0.2, 0.2, 0.4], [-0.8, -1.2, 1.2], [-0.4, -3.5, 6.1], [-0.4, 0.1, -0.5], [0.1, -0.4, -0.2], [-4.5, -1.6, -1.7], [0.2, 0.1, -0.1], [-0.4, 0.4, -0.3], [-0.1, -0.2, 0.2], [-0.6, 0.7, -1.0], [-1.1, 0.0, -0.4], [6.4, 3.2, 2.4], [1.3, -2.0, -0.4], [-4.5, 2.0, -2.6], [0.6, -0.1, -1.3], [-0.4, 0.3, 0.4], [-0.7, 0.4, 0.1], [-4.7, -4.0, -0.6], [0.0, 1.1, 0.1], [0.3, 4.8, -3.8], [-0.7, 1.4, 0.2], [-0.3, -0.6, 0.1], [-0.6, 0.7, 0.7], [2.6, -0.1, -1.1], [1.1, 1.8, 0.3], [-0.9, 0.6, -1.0], [-0.1, -1.7, 1.1], [-0.4, -0.2, -0.2], [0.5, 0.1, -2.3], [-0.8, -0.2, -0.1], [-0.8, 1.4, -0.7], [0.1, 0.2, -0.1], [-0.3, 0.3, 2.0], [-1.0, -2.3, -0.4], [0.2, -0.3, -0.6], [0.5, 0.3, -0.2], [-0.3, 0.7, 0.6], [1.2, -2.3, -3.0], [2.5, 1.0, -0.5], [-0.3, 0.1, 1.0], [1.8, 0.1, 1.0], [0.8, 0.1, -0.2], [-0.6, 2.8, 0.9], [0.0, -0.6, -0.8], [-0.7, 1.4, 0.3], [1.7, -1.9, -2.5], [-1.2, -0.2, -0.5], [0.4, -1.5, 0.1], [-0.6, 0.8, 0.0], [0.2, 1.2, -0.5], [-1.2, -0.7, 1.1], [-0.1, 0.4, 0.6], [1.0, 1.4, 2.1], [-1.6, -0.3, 1.4], [0.5, -0.8, -0.8], [0.3, 1.3, -1.1], [-0.6, -0.2, -0.1], [-0.7, 1.9, 2.5], [1.2, -1.1, 2.9], [0.2, -0.1, 0.5], [-1.1, -1.3, -1.7], [-0.4, -1.7, -0.5], [-0.5, 0.3, -0.1]]
}



{
  "formula": "CH11NO6",
  "method": "ωB97M-V/def2-TZVPD",
  "e_tot_ev": -14990.7524,
  "smiles": "NC(=O)O.O.O.O.O",
  "orbital_gap_ev": 10.87,
  "lumo_ev": 0.37,
  "symbols": ["O", "O", "H", "H", "N", "H", "H", "H", "O", "H", "H", "C", "H", "H", "O", "O", "H", "H", "O"],
  "coordinates": [[2.622462, -0.371362, 0.617154], [1.172757, 2.286874, -0.248001], [0.246807, -0.635149, 2.496561], [2.427237, 0.537957, 0.019480], [-0.517534, 0.913144, -0.837811], [0.018819, 0.420077, -1.524138], [-0.702314, -0.508732, 1.121419], [-1.494541, 0.806039, -0.998522], [-2.640595, -1.053567, -0.539932], [-2.607949, -1.704136, -1.195935], [1.616397, 2.782361, 0.500596], [-0.102283, 1.887983, 0.009656], [1.702225, -0.375307, 0.969538], [-3.324831, -1.179492, 0.017553], [-0.130780, -1.023854, 1.745294], [0.605415, -1.599242, -1.288144], [1.444123, -2.042713, -1.397128], [0.426802, -1.598802, -0.381721], [-0.762217, 2.457919, 0.914080]],
  "forces_ev_per_a": [[-1.9, 4.2, -2.2], [1.3, -0.2, 0.5], [0.1, 1.6, 1.3], [1.3, -3.5, 2.0], [-0.3, 0.8, 0.5], [0.9, 0.1, 0.1], [0.7, 0.1, 1.5], [-0.7, 0.0, 0.5], [3.7, 2.5, -1.3], [-0.1, -1.6, -1.3], [-1.4, -0.7, -1.0], [-1.1, 2.2, 1.9], [0.7, -0.7, 0.1], [-3.6, -0.9, 2.6], [-1.0, -1.6, -2.9], [0.0, 0.0, -2.6], [0.3, -0.1, 0.1], [-0.3, -0.1, 2.4], [1.3, -2.0, -2.3]]
}



{
  "formula": "C11H14BN7OPd",
  "method": "ωB97M-V/def2-TZVPD",
  "multiplicity": 3,
  "e_tot_ev": -28267.3796,
  "orbital_gap_ev": [7.91, 8.01],
  "lumo_ev": [0.68, -1.24],
  "symbols": ["O", "H", "C", "H", "C", "C", "N", "C", "C", "B", "N", "H", "H", "H", "Pd", "H", "C", "H", "H", "C", "N", "N", "C", "N", "N", "H", "N", "H", "H", "H", "C", "H", "C", "H", "C"],
  "coordinates": [[0.000218, 0.041073, 5.868049], [2.078535, -1.448179, -3.191158], [-2.402018, -0.234885, -2.246256], [-2.359382, -0.135589, -3.307400], [2.666211, -2.320545, -1.217455], [0.070101, 0.465286, 4.771888], [-1.564614, -0.221337, -0.219854], [0.886206, 2.808996, -1.654634], [0.854518, 2.874959, 0.559273], [0.166480, 0.326627, -1.986370], [0.145332, 0.977682, 3.672676], [-3.242734, -0.723939, 0.896831], [-0.583206, 0.715148, 2.849859], [-4.435544, -0.773745, -1.586034], [-0.025754, -0.142603, 1.256207], [1.402405, 4.668630, -0.615936], [-3.418388, -0.545432, -1.358204], [0.240763, 0.494563, -3.172065], [0.943281, 2.951912, -2.717483], [2.155923, -1.975701, 0.012586], [1.153533, -0.742641, -1.483107], [0.488161, 1.648188, 0.185805], [-2.851335, -0.524081, -0.096394], [1.240019, -1.030181, -0.158063], [-1.274359, -0.052418, -1.542475], [2.358227, -2.373337, 0.996826], [0.527502, 1.604821, -1.183017], [0.908548, 3.139136, 1.616462], [3.395476, -3.062876, -1.423877], [-1.526245, -2.219220, 1.759000], [-0.591870, -1.862347, 2.254364], [-0.593163, -1.807316, 3.372013], [2.019196, -1.522338, -2.137324], [0.066380, -2.632267, 1.797298], [1.101602, 3.633966, -0.572045]],
  "forces_ev_per_a": [[0.4, 0.4, -1.3], [0.2, -0.1, -0.7], [0.2, -0.1, 0.6], [-0.2, 0.0, -0.4], [0.5, -0.3, -0.8], [-0.8, -0.4, 0.9], [0.2, -0.1, -0.6], [-0.1, -0.4, 0.4], [-0.3, -0.6, 0.0], [-0.2, 0.3, 0.9], [-1.0, 0.0, -1.0], [-0.1, 0.1, -0.4], [1.3, 0.6, 2.5], [-0.3, 0.0, -0.2], [0.0, -0.5, -0.6], [0.0, -0.1, 0.0], [-0.5, 0.0, -0.6], [0.0, 0.0, 0.1], [0.1, 0.2, -0.1], [-0.6, 0.3, 0.2], [0.1, -0.6, 0.8], [0.4, 0.5, -0.6], [0.9, 0.1, 0.1], [0.0, 0.0, -0.3], [-0.5, -0.2, 0.9], [0.0, 0.1, -0.1], [-0.1, 0.5, 0.7], [0.0, -0.1, -0.5], [0.4, -0.4, -0.1], [0.0, 0.6, 1.0], [-0.2, -0.8, -0.8], [-0.1, -0.5, -1.1], [-0.2, 0.0, 0.5], [0.3, 0.3, 1.0], [0.4, 1.2, -0.5]]
}



no.,molecular weight (g/mol)
1,312.454
2,510.587
3,133.100
4,377.513